No. 1
C20H44N3OP2Sm as an isolated structure in a non-equilibrium geometry, computed with ωB97M-V/def2-TZVPD.

XYZ file:
```
71
Properties=species:S:1:pos:R:3:forces:R:3:mulliken_charge:R:1
Sm 0.662802 -0.179502 0.413578 0.0 0.3 -0.8 0.71
P -0.482598 -2.366458 -0.828031 0.8 0.2 0.0 -0.18
P 0.240453 2.508226 0.047398 0.6 0.4 0.3 0.04
O -3.211259 0.604127 0.135725 2.7 -0.5 0.2 -0.27
N -1.347750 -2.243043 4.041495 -0.9 -0.1 -1.0 0.07
N 0.302811 0.407486 -2.164699 -0.5 -0.1 -0.5 0.08
N -0.112916 -0.902157 2.421106 -2.7 -2.0 1.8 -0.43
C 2.322989 3.139220 1.913115 0.2 -0.1 0.0 -1.72
C 1.978032 3.132802 0.409930 -0.5 -0.4 -0.2 0.88
C -2.636451 -2.948676 4.059061 -0.7 -0.3 -0.2 -0.63
C 2.292827 4.440823 -0.316839 0.3 0.3 -0.3 -1.53
C 1.051829 -4.493145 -1.821691 0.2 -0.3 -0.5 -1.68
C -0.528761 1.613289 -2.537428 0.3 -0.6 0.1 -1.04
C 1.905517 -3.406948 0.368122 0.4 0.0 -0.1 -1.48
C -1.020859 -4.551609 0.791498 0.1 -0.1 0.1 -1.47
C -2.092151 0.383389 0.219737 -2.8 0.5 -0.2 0.29
C -0.109587 2.857837 -1.738587 0.0 0.3 -0.1 -0.99
C -2.816233 -2.788569 0.605103 -0.1 -0.3 0.4 -1.03
C 1.182644 -3.213359 -0.990517 -0.6 0.4 0.1 0.53
C -0.939005 3.395821 1.119658 0.0 -0.1 -0.1 0.54
C -0.744656 4.898996 1.009769 -0.4 0.3 0.3 -1.52
C -0.877312 -1.808840 -2.553220 -0.4 -0.7 0.1 -0.67
C -0.493734 -2.237135 5.232233 0.5 0.0 0.3 -0.92
C 0.071820 -0.754806 -3.117214 0.1 0.7 0.4 -1.13
C -0.891797 2.878582 2.577637 -0.2 0.2 0.1 -1.30
C -1.707491 -3.551238 -0.135373 -0.5 0.1 -0.5 0.69
C -0.896684 -1.591873 3.006094 2.7 1.4 0.9 0.37
H 1.581256 -4.366383 -2.773086 -0.2 -0.2 0.1 0.30
H -2.377776 -2.082760 1.327278 -0.2 -0.1 -0.3 -0.30
H -2.597207 -3.868600 3.443721 0.0 0.5 0.3 0.21
H 2.429754 -0.333936 -0.256507 1.1 -0.1 -0.4 -0.20
H -0.433093 -4.040135 1.573245 -0.2 -0.2 -0.3 0.23
H -0.414130 1.797682 -3.623922 -0.2 0.1 0.5 0.54
H 0.778360 3.329080 -2.189450 -0.2 -0.2 0.2 0.48
H 1.525422 -5.340198 -1.315255 -0.2 0.1 -0.1 0.44
H -2.157911 -4.062889 -0.995485 0.0 -0.2 0.2 0.70
H 1.980982 2.229313 2.444590 0.1 0.4 -0.2 0.31
H 3.417398 3.156000 2.003414 -0.3 0.0 0.0 0.50
H -0.902316 3.613260 -1.807434 0.1 -0.1 0.0 0.44
H -0.891261 1.776121 2.655105 0.0 0.4 -0.1 0.18
H -0.369871 -5.225581 0.224060 -0.1 0.1 0.3 0.25
H 2.927798 4.220600 -1.181554 -0.2 0.2 0.0 0.38
H -0.867122 5.242659 -0.022990 0.1 0.0 0.2 0.35
H 0.228940 5.227013 1.388804 -0.2 -0.1 -0.1 0.27
H -3.483325 -2.244033 -0.069253 0.1 -0.1 0.1 0.37
H -1.780372 -5.156513 1.295939 0.1 0.0 -0.1 0.51
H 2.886812 5.098535 0.322114 -0.2 0.1 0.0 0.36
H 1.056911 -1.178852 -3.351376 -0.3 0.0 0.0 0.44
H -3.450116 -2.283189 3.709797 0.5 -0.4 0.2 0.31
H 2.979519 -3.209399 0.219746 -0.4 -0.1 0.2 0.34
H -1.582082 1.353211 -2.348708 0.3 0.1 -0.1 0.37
H -1.927847 3.133754 0.707428 0.2 0.1 0.0 0.50
H 2.606466 2.353048 -0.047371 -0.1 0.0 0.1 0.33
H -0.983345 -2.795043 6.028411 0.0 0.0 -0.2 0.33
H 0.458861 -2.712497 5.005454 0.0 0.0 0.1 0.33
H 1.808040 -4.443534 0.719069 -0.1 0.4 0.0 0.48
H 1.272177 0.675426 -2.305286 0.2 0.1 0.0 0.30
H -3.411442 -3.490615 1.220518 0.1 0.3 -0.6 0.49
H -0.020911 3.260798 3.129973 -0.4 -0.1 -0.3 0.28
H 1.775398 -2.482515 -1.569825 -0.2 -0.1 0.3 0.55
H -1.902450 -1.412871 -2.538765 0.1 -0.1 0.0 0.46
H -0.875014 -2.693986 -3.210500 -0.1 0.3 0.0 0.56
H -0.339898 -1.212610 5.561723 0.1 0.0 0.1 0.35
H -1.519354 5.377025 1.611708 0.1 0.2 0.0 0.49
H -0.361845 -0.349680 -4.050757 0.3 -0.3 0.3 0.42
H 1.942956 4.025113 2.440381 0.0 -0.3 -0.2 0.33
H -1.797227 3.236999 3.093456 0.3 -0.1 -0.1 0.45
H 0.004803 -4.758016 -2.053545 0.5 0.0 0.1 0.43
H 1.398342 4.978698 -0.666006 0.5 -0.1 0.2 0.40
H 1.560972 -2.746199 1.193880 0.1 -0.3 -0.4 0.21
H -2.853094 -3.250790 5.095066 0.1 0.2 -0.5 0.32
```
Forces are in eV/Å.

Values from the calculation:
highest occupied orbital energy (spin up / spin down) = -14.64 / -14.51 eV
gap between HOMO and LUMO (spin up / spin down) = 8.4968 / 8.4781 eV
charge = +2
LUMO level (spin up / spin down) = -6.14 / -6.03 eV
spin multiplicity = 6

***

No. 2
A 2-piece molecular cluster, C5H8O overall in a non-equilibrium geometry, computed with ωB97M-V/def2-TZVPD.

XYZ file:
```
14
Properties=species:S:1:pos:R:3:forces:R:3:mulliken_charge:R:1
O -1.325115 1.252898 0.815426 0.0 0.6 0.4 -0.54
C 2.699051 -0.051623 -0.047786 1.8 -0.8 -1.0 -0.89
C -1.968487 -0.783899 -0.167508 -0.7 -0.4 -0.1 -1.25
C 0.252849 -0.032193 -0.508622 0.6 -0.2 0.5 -0.25
C 1.359543 -0.104084 0.165453 1.7 -1.3 1.0 0.17
C -1.074199 0.432975 -0.308368 -0.5 0.1 -0.1 0.58
H -2.999679 -0.447636 -0.043162 0.0 0.0 0.0 0.32
H -1.703241 -1.374770 0.716107 0.1 0.2 -0.2 0.34
H 3.532958 -0.601098 0.389717 -0.9 -0.3 0.9 0.28
H -0.679889 1.969469 0.802209 -0.1 -0.1 0.1 0.35
H 2.008377 -0.080929 1.466630 -1.5 0.8 -1.6 0.14
H -1.321315 0.967739 -1.236779 -0.3 0.0 0.0 0.18
H 3.120776 0.277705 -0.993992 -0.3 1.2 -0.1 0.21
H -1.901626 -1.424551 -1.049329 0.0 0.1 0.1 0.36
```
Forces are in eV/Å.

Values from the calculation:
energy relative to the best compared isomer or geometry (same formula, charge and spin) = 655.6 kJ/mol
highest occupied orbital energy (spin up / spin down) = -8.00 / -8.00 eV
gap between HOMO and LUMO (spin up / spin down) = 7.1318 / 7.1352 eV
LUMO level (spin up / spin down) = -0.86 / -0.86 eV

***

No. 3
A 2-piece molecular cluster, C3H8O3 overall, computed with ωB97M-V/def2-TZVPD.

XYZ file:
```
14
Properties=species:S:1:pos:R:3:forces:R:3:mulliken_charge:R:1
O -1.444265 0.556490 2.087993 0.0 -0.1 0.0 -0.62
O 0.837829 1.022681 -1.216866 -0.3 0.4 -0.5 -0.45
O 1.245078 0.329083 0.856506 -0.2 0.0 0.3 -0.64
C -1.192332 -0.978160 -1.302863 0.0 -0.2 -0.4 -1.10
C 0.212335 -1.181239 -0.720077 -0.9 0.2 0.4 -0.17
C 0.802515 0.108223 -0.242749 0.5 0.1 -0.3 0.44
H -0.509011 0.437224 1.859966 -0.1 0.0 0.3 0.37
H 0.171613 -1.823086 0.151572 0.2 -0.3 0.0 0.25
H 0.823849 -1.587552 -1.516639 0.4 -0.2 0.1 0.29
H -1.879120 -0.430564 -0.662153 0.1 0.1 0.2 0.31
H -1.653946 -1.933749 -1.548261 0.1 -0.1 0.2 0.34
H -1.523583 0.352113 3.027305 0.1 0.0 -0.2 0.31
H -1.087071 -0.458028 -2.245047 -0.2 0.3 -0.2 0.31
H 1.057943 1.900618 -0.869921 0.2 -0.3 0.2 0.35
```
Forces are in eV/Å.

Values from the calculation:
energy relative to the best compared isomer or geometry (same formula, charge and spin) = 1.5 kJ/mol
highest occupied orbital energy = -10.78 eV
gap between HOMO and LUMO = 11.4972 eV
LUMO level = 0.72 eV